[1]
DFT (wB97M-V/def2-TZVPD) results for a structure of composition C50H79AsN3O3P3S3SbSi2Ti.

Element x y z (Å)
Ti -0.281 -0.288 0.119
C 0.007 1.064 3.868
N 0.197 2.205 2.976
P -1.457 1.743 1.418
C -1.780 3.607 1.320
C -1.055 4.569 2.022
C -1.403 5.914 1.962
C -2.501 6.326 1.223
C -3.253 5.376 0.545
C -2.891 4.035 0.587
C -2.876 1.498 2.584
C -3.915 0.627 2.279
C -5.024 0.528 3.112
C -5.096 1.284 4.273
C -4.059 2.155 4.585
C -2.964 2.270 3.740
P 1.489 1.859 1.933
C 2.972 2.006 3.035
C 2.894 2.585 4.299
C 4.010 2.637 5.128
C 5.227 2.122 4.699
C 5.324 1.560 3.431
C 4.202 1.499 2.615
C 1.766 3.433 0.951
C 2.851 4.290 1.183
C 3.127 5.363 0.339
C 2.320 5.618 -0.761
C 1.240 4.784 -1.011
C 0.982 3.705 -0.177
H -0.735 1.307 4.632
H 0.928 0.769 4.391
H -0.356 0.170 3.339
H -0.221 4.255 2.630
H -0.806 6.644 2.498
H -2.775 7.374 1.179
H -4.130 5.674 -0.018
H -3.480 3.311 0.043
H -3.878 0.067 1.358
H -5.835 -0.141 2.844
H -5.960 1.208 4.924
H -4.111 2.760 5.483
H -2.181 2.984 3.967
H 1.947 3.008 4.616
H 3.929 3.081 6.114
H 6.094 2.155 5.347
H 6.270 1.161 3.085
H 4.286 1.065 1.621
H 3.493 4.133 2.037
H 3.977 6.003 0.549
H 2.536 6.450 -1.422
H 0.597 4.965 -1.866
H 0.150 3.063 -0.430
C -2.883 -3.102 -5.869
C -2.167 -2.739 -4.585
O -3.061 -2.005 -3.744
P -2.557 -0.780 -2.750
S -2.226 1.174 -0.452
S -0.941 -1.717 -1.804
O -1.697 0.139 -3.854
C -2.492 1.037 -4.633
C -1.570 1.857 -5.507
H -2.206 -3.645 -6.534
H -3.226 -2.197 -6.376
H -3.754 -3.727 -5.660
H -1.280 -2.141 -4.801
H -1.847 -3.639 -4.053
H -3.074 1.683 -3.967
H -3.197 0.468 -5.249
H -0.971 2.543 -4.904
H -2.153 2.446 -6.219
H -0.894 1.201 -6.060
C 5.121 -1.907 -3.119
C 4.084 -3.038 -3.172
Sb 2.144 -2.300 -2.465
C 1.113 -4.214 -2.600
C 2.014 -5.442 -2.719
C 1.624 -1.489 -4.415
C 1.567 -2.487 -5.571
H 6.119 -2.249 -3.414
H 5.200 -1.494 -2.108
H 4.846 -1.083 -3.786
H 4.392 -3.864 -2.524
H 4.006 -3.437 -4.188
H 0.427 -4.147 -3.446
H 0.493 -4.270 -1.704
H 2.622 -5.409 -3.626
H 1.417 -6.359 -2.750
H 2.695 -5.524 -1.867
H 2.372 -0.715 -4.618
H 0.663 -0.988 -4.284
H 2.530 -2.979 -5.728
H 1.300 -1.987 -6.509
H 0.821 -3.265 -5.392
N 5.117 3.276 -3.006
C 3.854 3.232 -3.466
S 3.409 4.133 -4.772
C 2.928 2.313 -2.733
C 1.592 2.227 -3.070
C 0.734 1.471 -2.288
N 1.137 0.787 -1.216
C 2.445 0.783 -0.954
C 3.359 1.526 -1.670
H 5.690 4.003 -3.402
H 5.300 3.035 -2.044
H 1.220 2.778 -3.922
H -0.321 1.417 -2.515
H 2.752 0.162 -0.126
H 4.400 1.471 -1.382
C -3.296 -4.431 -0.076
Si -3.752 -2.798 0.738
C -5.033 -3.216 2.068
C -4.796 -1.847 -0.510
As -1.690 -1.922 1.436
Si -1.869 -2.527 3.688
C -0.306 -2.324 4.729
C -2.018 -4.415 3.680
C -3.221 -1.833 4.787
H -4.177 -4.982 -0.430
H -2.740 -5.060 0.624
H -2.642 -4.227 -0.931
H -5.751 -3.917 1.628
H -5.582 -2.318 2.374
H -4.623 -3.672 2.969
H -5.855 -2.074 -0.342
H -4.541 -2.137 -1.534
H -4.663 -0.762 -0.445
H 0.535 -2.872 4.295
H -0.500 -2.740 5.725
H 0.000 -1.286 4.855
H -1.111 -4.824 3.220
H -2.863 -4.768 3.085
H -2.112 -4.821 4.694
H -3.013 -0.785 5.034
H -3.267 -2.409 5.718
H -4.203 -1.864 4.309
C 2.510 -1.528 2.654
C 1.623 -2.203 1.628
C 2.386 -3.303 0.906
O 1.061 -1.272 0.725
H 2.803 -2.253 3.416
H 1.987 -0.709 3.142
H 3.415 -1.132 2.184
H 0.800 -2.689 2.147
H 3.240 -2.894 0.359
H 1.733 -3.824 0.203
H 2.752 -4.022 1.642

Calculated values
- lowest unoccupied orbital energy (eV) = 0.96
- strongest force on any atom (Eh/bohr) = 0.026
- total charge = -1
- HOMO level (eV) = -3.916

***

[2]
DFT (wB97M-V/def2-TZVPD) results for a structure of composition C15H35MgNO5P3.

Element x y z (Å)
C -1.637 4.619 -0.140
C -1.938 3.762 -1.389
C -3.270 3.000 -1.310
C -3.781 2.499 -2.676
P -3.305 1.594 -0.018
C -1.986 0.509 -0.951
C -0.897 -0.033 -0.017
C 0.485 -0.121 -0.703
C 0.792 -1.520 -1.265
C 1.432 -2.470 -0.224
C 2.875 -2.904 -0.586
C 3.863 -2.702 0.583
C 5.296 -2.838 0.055
C 6.348 -2.673 1.138
O 7.555 -3.324 0.695
C 8.638 -3.102 1.575
N -3.493 0.215 1.240
C -3.255 0.524 2.394
O -2.907 0.880 3.447
P -5.063 2.651 1.147
P -6.811 1.388 1.396
O -7.471 1.916 2.598
O -7.729 1.575 0.091
O -6.476 -0.161 1.535
H -1.275 4.018 0.696
H -0.866 5.351 -0.374
H -2.565 5.109 0.159
H -1.088 3.131 -1.665
H -2.055 4.478 -2.209
H -4.002 3.747 -0.988
H -4.846 2.734 -2.752
H -3.303 3.034 -3.496
H -3.710 1.414 -2.792
H -2.319 2.215 0.830
H -4.340 0.921 -0.792
H -1.592 1.027 -1.822
H -2.547 -0.349 -1.326
H -1.166 -1.012 0.378
H -0.803 0.608 0.865
H 1.254 0.091 0.046
H 0.578 0.646 -1.474
H 1.495 -1.380 -2.089
H -0.095 -2.003 -1.680
H 0.833 -3.382 -0.175
H 1.430 -2.045 0.783
H 3.265 -2.303 -1.413
H 2.892 -3.943 -0.918
H 3.663 -3.464 1.341
H 3.696 -1.712 1.017
H 5.394 -3.842 -0.366
H 5.459 -2.096 -0.728
H 6.051 -3.119 2.092
H 6.577 -1.611 1.272
H 8.691 -2.076 1.947
H 8.591 -3.774 2.441
H 9.586 -3.291 1.032
H -4.648 2.868 2.487
H -7.543 2.410 -0.359
H -7.282 -0.695 1.457
Mg 9.322 -4.988 -0.041

Calculated values
- lowest unoccupied orbital energy (eV) = -7.50
- strongest force on any atom (Eh/bohr) = 0.069
- total charge = +1
- HOMO level (eV) = -8.452

***

The records above yield gap between HOMO and LUMO values of 0.179, 0.035 hartree, respectively.
The records above yield M values of 1260.044, 426.674 Da, respectively.